Entry 1:
{
  "formula": "C2H6N3O",
  "method": "the ωB97M-V functional and the def2-TZVPD basis",
  "charge": 1,
  "gap_ev": 8.487,
  "symbols": ["C", "C", "N", "N", "N", "O", "H", "H", "H", "H", "H", "H"],
  "positions_angstrom": [[2.59, -0.06, -0.30], [-3.09, -0.53, -0.03], [1.48, 0.17, -0.49], [3.82, -0.36, -0.03], [-1.20, 0.70, -0.36], [-1.94, -0.36, -0.50], [-3.58, -1.45, -0.29], [-3.58, 0.22, 0.59], [4.26, 0.03, 0.79], [4.43, -0.75, -0.74], [-1.52, 1.43, 0.27], [-0.14, 0.54, -0.50]]
}



Entry 2:
{
  "formula": "C2H6N3O2",
  "method": "the ωB97M-V functional and the def2-TZVPD basis",
  "charge": -1,
  "gap_ev": 8.397,
  "symbols": ["N", "C", "N", "H", "H", "H", "H", "N", "C", "O", "O", "H", "H"],
  "positions_angstrom": [[1.05, 1.29, 0.27], [0.12, 2.25, 0.50], [-1.13, 2.01, 0.82], [0.77, 0.26, 0.34], [1.86, 1.57, -0.20], [0.48, 3.27, 0.36], [-1.56, 2.91, 0.88], [-0.41, -3.02, -0.65], [0.01, -1.65, -0.47], [-0.08, -0.86, -1.43], [0.57, -1.36, 0.66], [-0.59, -3.48, 0.26], [-1.10, -3.19, -1.32]]
}



Entry 3:
{
  "formula": "C2H6N3O2",
  "method": "the ωB97M-V functional and the def2-TZVPD basis",
  "charge": 1,
  "gap_ev": 11.069,
  "symbols": ["C", "C", "N", "N", "N", "O", "O", "H", "H", "H", "H", "H", "H"],
  "positions_angstrom": [[1.08, -0.69, 0.48], [-1.62, 1.08, 1.54], [-1.26, 1.91, 0.73], [0.12, -0.29, -0.32], [0.04, -0.78, -1.65], [2.02, -1.47, 0.17], [-1.96, 0.16, 2.18], [1.04, -0.10, 1.36], [-0.60, 0.42, -0.09], [-1.34, 2.93, 0.83], [0.93, -1.23, -2.00], [-0.27, -0.18, -2.40], [1.81, -1.76, -0.83]]
}



Entry 4:
{
  "formula": "C2H6N3OP",
  "method": "the ωB97M-V functional and the def2-TZVPD basis",
  "charge": 0,
  "spin_multiplicity": 3,
  "gap_ev": [6.470, 6.460],
  "symbols": ["C", "C", "N", "N", "N", "O", "P", "H", "H", "H", "H", "H", "H"],
  "positions_angstrom": [[-0.41, 0.94, -0.46], [0.03, -0.39, -0.07], [1.65, -2.05, -0.08], [1.06, -1.00, -0.72], [2.37, -0.91, -0.14], [2.99, 1.41, -0.33], [3.50, 0.23, 0.32], [0.45, 1.50, -0.67], [-0.91, 1.48, 0.43], [-1.11, 1.03, -1.33], [-0.84, -1.10, -0.14], [0.37, -0.35, 0.98], [1.04, -2.27, 0.76]]
}



Entry 5:
{
  "formula": "C2H6N3OS",
  "method": "the ωB97M-V functional and the def2-TZVPD basis",
  "charge": 1,
  "gap_ev": 10.398,
  "symbols": ["C", "C", "N", "N", "N", "O", "S", "H", "H", "H", "H", "H", "H"],
  "positions_angstrom": [[1.74, 0.29, 0.06], [-0.80, 0.32, 0.01], [-1.01, 1.62, -0.16], [0.43, -0.28, 0.28], [0.47, -1.68, 0.17], [2.65, -0.27, -0.42], [-2.29, -0.57, -0.22], [1.85, 1.35, 0.32], [-0.31, 2.36, 0.08], [-1.94, 1.88, 0.01], [0.92, -2.06, -0.76], [1.15, -2.05, 0.85], [-1.83, -1.79, -0.29]]
}



Entry 6:
{
  "formula": "C2H6N3OS",
  "method": "the ωB97M-V functional and the def2-TZVPD basis",
  "charge": 1,
  "gap_ev": [7.850, 7.888],
  "symbols": ["C", "C", "N", "N", "N", "O", "S", "H", "H", "H", "H", "H", "H"],
  "positions_angstrom": [[-0.40, -0.17, -0.57], [0.91, 0.41, -0.85], [-1.16, -0.64, 2.68], [-1.57, 0.42, -0.65], [-0.53, -1.29, 0.18], [-2.55, -0.27, -0.01], [-2.15, -1.42, 1.04], [1.64, -0.21, -1.30], [1.28, 0.67, 0.11], [0.83, 1.39, -1.38], [-1.68, -0.90, 3.43], [-2.02, 1.25, -1.21], [0.14, -2.00, 0.39]]
}



F_max list, top to bottom, in hartree/bohr: 0.04850 0.05051 0.07798 0.14077 0.06516 0.15269
DFT total energy list, top to bottom, in eV: -8678.37150 -10738.56420 -10727.71384 -17969.79187 -19516.05681 -19510.71871
Relative energy (zero: lowest compared OMol25 entry of this formula, charge and spin) list, top to bottom, in kJ/mol: 467.54 66.20 118.72 218.03 208.88 723.93